{
  "formula": "C4H12",
  "method": "ωB97M-V with the def2-TZVPD basis set",
  "homo_lumo_gap_ev": 12.4,
  "lumo_energy_ev": 1.13,
  "e_above_lowest_kj_mol": 38.8,
  "smiles": "CC.CC",
  "e_tot_ev": -4342.1261,
  "species": ["C", "C", "H", "H", "H", "H", "H", "H", "C", "C", "H", "H", "H", "H", "H", "H"],
  "coordinates": [[-2.805, -0.737, 0.570], [-1.380, -1.124, 0.288], [-3.412, -1.026, -0.293], [-3.233, -1.220, 1.448], [-2.913, 0.331, 0.765], [-1.181, -1.875, -0.483], [-0.859, -1.454, 1.192], [-0.782, -0.314, -0.121], [2.539, 1.490, -0.523], [1.598, 0.312, -0.373], [2.105, 2.382, -0.984], [2.947, 1.798, 0.442], [3.432, 1.334, -1.140], [2.047, -0.573, 0.072], [1.011, -0.005, -1.231], [0.887, 0.681, 0.371]],
  "mulliken_charge": [-0.92, -0.59, 0.25, 0.27, 0.30, 0.37, 0.31, -0.01, -1.04, -0.68, 0.30, 0.29, 0.30, 0.27, 0.34, 0.23]
}

---

{
  "formula": "C4H12",
  "method": "ωB97M-V with the def2-TZVPD basis set",
  "homo_lumo_gap_ev": 12.2,
  "lumo_energy_ev": 1.15,
  "e_above_lowest_kj_mol": 88.8,
  "smiles": "CC.CC",
  "e_tot_ev": -4341.6082,
  "species": ["C", "C", "H", "H", "H", "H", "H", "H", "C", "C", "H", "H", "H", "H", "H", "H"],
  "coordinates": [[1.135, -1.000, -1.975], [0.349, -1.853, -1.071], [1.595, -1.585, -2.837], [0.390, -0.343, -2.533], [1.812, -0.333, -1.442], [-0.188, -1.371, -0.249], [1.027, -2.492, -0.401], [-0.371, -2.455, -1.477], [-1.146, 2.057, 1.725], [-0.332, 0.821, 1.298], [-1.837, 2.165, 1.018], [-1.625, 1.782, 2.696], [-0.571, 2.915, 1.705], [0.583, 0.805, 1.870], [-0.079, 0.887, 0.201], [-0.771, -0.126, 1.586]],
  "mulliken_charge": [-0.75, -0.70, 0.29, 0.22, 0.27, 0.07, 0.24, 0.39, -1.09, -0.67, 0.37, 0.28, 0.33, 0.30, 0.15, 0.31]
}

---

{
  "formula": "C4H12",
  "method": "ωB97M-V with the def2-TZVPD basis set",
  "homo_lumo_gap_ev": 12.1,
  "lumo_energy_ev": 1.08,
  "e_above_lowest_kj_mol": 92.0,
  "smiles": "CC.CC",
  "e_tot_ev": -4341.5745,
  "species": ["C", "C", "H", "H", "H", "H", "H", "H", "C", "C", "H", "H", "H", "H", "H", "H"],
  "coordinates": [[0.509, 0.448, 3.184], [0.894, 0.658, 1.696], [1.469, 0.298, 3.675], [0.022, 1.300, 3.602], [-0.054, -0.475, 3.301], [0.113, 0.259, 1.051], [1.917, 0.363, 1.463], [0.994, 1.710, 1.417], [-1.411, -0.533, -2.127], [-0.012, -0.667, -2.782], [-1.408, -0.781, -1.105], [-1.525, 0.565, -2.246], [-2.288, -0.905, -2.673], [-0.122, -0.668, -3.862], [0.424, 0.266, -2.368], [0.653, -1.370, -2.212]],
  "mulliken_charge": [-0.81, -0.63, 0.24, 0.27, 0.28, 0.04, 0.30, 0.31, -0.81, -0.75, 0.25, 0.23, 0.31, 0.29, 0.21, 0.26]
}